ORCA calculation (ωB97M-V/def2-TZVPD) on a structure of composition C59H47Cl2LaN6O2Te2 in a non-equilibrium geometry.

Each line ends with the Löwdin charge.
Atoms and positions in Å:
La 16.13941 14.94878 13.51011  1.736
C 19.70430 13.96220 16.44573  -0.126
C 18.55873 14.33809 15.90193  -0.192
N 18.37531 14.45557 14.46127  -0.133
C 19.50956 14.47683 13.65714  -0.307
C 20.82293 14.24456 14.23009  -0.221
C 20.90486 13.96368 15.53430  -0.044
C 21.91118 14.52960 13.37787  -0.083
C 21.83731 15.08831 12.16302  -0.029
C 20.39696 15.02980 11.48856  -0.102
C 20.23634 15.08974 10.07537  -0.102
C 18.87237 15.13458 9.68465  -0.191
C 17.97098 14.61473 10.49189  -0.414
N 17.97347 14.52112 11.74026  -0.090
C 19.21620 14.87085 12.45061  -0.209
H 19.43942 13.44133 17.46608  0.110
H 17.55548 14.32568 16.53967  0.106
H 21.73039 13.92990 15.97584  0.009
H 23.16124 14.51315 13.55255  0.157
H 22.41859 15.37031 11.37900  0.045
H 21.01636 15.82002 9.71155  0.096
H 18.66096 15.38944 8.49732  0.132
H 17.06232 15.00812 10.05056  0.005
C 15.70462 7.43040 16.55022  -0.063
C 15.47399 8.79174 15.80774  -0.281
C 15.41166 9.98521 16.58040  -0.012
C 15.33133 11.28259 16.17125  -0.131
C 15.23823 12.42404 17.22790  -0.386
O 16.15300 13.06749 17.37186  0.172
C 14.12311 12.48220 18.14460  -0.109
C 12.76397 11.79296 17.66791  0.026
C 11.70932 11.97175 18.56180  -0.131
C 11.80557 12.73324 19.73794  -0.178
C 12.96065 13.14637 20.17204  -0.120
C 14.07972 13.10102 19.30322  -0.038
C 15.49684 11.57731 14.87766  -0.305
O 15.60296 12.84307 14.38977  -0.354
C 15.71907 10.39819 14.06361  -0.077
C 15.78891 9.02216 14.50595  -0.026
C 16.24539 10.73238 12.62398  -0.163
N 17.50966 10.90946 12.43483  0.075
C 18.34560 10.68765 13.56934  -0.296
C 19.77474 11.00338 13.43183  -0.539
Te 20.96313 9.74316 12.27979  1.303
C 20.37736 10.11791 10.36626  -0.569
C 21.19438 9.97545 9.23459  -0.223
C 20.88108 10.08557 7.94520  -0.122
C 19.53982 10.52706 7.65256  -0.134
C 18.77670 10.98037 8.68355  -0.122
C 19.08108 10.71410 10.04113  -0.089
C 15.26085 11.09949 11.50150  -0.058
C 15.68322 11.81757 10.33762  -0.065
C 14.84728 12.43004 9.50721  -0.136
C 13.47560 12.34522 9.60504  -0.158
C 13.00347 11.52080 10.67072  -0.122
C 13.81480 10.91579 11.59326  -0.034
H 15.51408 7.52627 17.50238  -0.037
H 16.74479 7.24471 16.73341  0.026
H 15.55364 6.12507 15.78458  0.195
H 15.53984 9.92634 17.87657  0.198
H 12.47781 11.18473 16.91107  0.055
H 10.60433 11.77362 18.07311  0.154
H 10.75064 13.02707 20.40061  0.170
H 12.96602 13.71354 21.22466  0.148
H 15.03661 13.35348 19.60465  0.105
H 15.80231 8.16926 13.72081  0.151
H 18.44796 9.46906 13.64173  0.138
H 17.77267 11.35999 14.19750  0.117
H 20.40715 11.17390 14.27478  0.034
H 19.88342 11.94999 13.01588  0.019
H 22.08059 9.62137 9.56053  0.035
H 21.47705 9.71613 7.03881  0.117
H 19.25933 10.69612 6.49936  0.128
H 17.60416 11.48647 8.56592  0.161
H 18.23309 11.05271 10.63749  0.041
H 16.68255 11.88180 10.28248  0.020
H 15.31793 13.10252 8.79547  0.113
H 12.72508 12.76229 8.76246  0.135
H 11.87369 11.40973 10.68552  0.113
H 13.35474 10.45058 12.35915  0.057
C 11.80390 16.21284 17.25862  -0.108
C 12.13114 17.55753 16.88476  -0.152
C 13.07050 17.82329 16.02043  -0.046
C 13.96450 16.74724 15.49924  -0.233
C 13.48034 15.25158 15.63535  -0.227
C 12.41032 15.18239 16.63240  -0.085
N 15.12091 16.98275 14.97687  -0.094
N 15.57413 18.25264 15.03435  -0.001
C 16.55921 18.57246 14.16133  -0.376
C 17.13766 19.80845 14.08117  -0.066
C 18.20900 20.08121 13.21613  -0.070
C 18.70322 19.01120 12.43781  -0.080
C 17.94062 17.91377 12.40833  -0.168
N 16.95920 17.54635 13.28305  -0.029
H 11.09740 16.05414 18.13736  0.114
H 11.41149 18.37245 17.04129  0.102
H 13.24021 18.81029 15.71711  0.081
H 14.49923 14.85331 16.05980  0.148
H 12.13784 13.99209 16.91875  0.151
H 16.99334 20.62783 14.84340  0.111
H 18.67180 21.04808 13.26241  0.084
H 19.46036 19.20266 11.81413  0.053
H 18.01840 17.14802 11.77756  0.042
Cl 12.66698 15.16983 10.59430  -0.290
Te 14.73430 16.45907 11.03129  0.245
Cl 10.55664 16.38303 13.73530  0.778
C 10.53097 14.72176 13.77995  -0.635
C 9.32004 14.08169 13.38970  -0.086
C 9.24280 12.66123 13.60207  -0.079
C 10.34198 12.01143 14.18502  -0.092
C 11.55812 12.64227 14.33442  -0.068
C 11.75404 13.98459 14.16275  -0.236
C 13.08488 14.55899 14.25758  -0.186
H 8.38319 14.63109 13.05673  0.116
H 8.38758 12.28179 13.37059  0.023
H 10.18321 10.91977 14.42109  0.114
H 12.51579 12.12431 14.64194  0.134
H 13.95377 13.98703 14.16202  0.000
H 13.37224 15.35325 13.52338  0.028

For the electronic energy, the calculation gives -115455.577 eV. The multiplicity is 1. Its total charge is -2. The relative energy (zero: lowest compared OMol25 entry of this formula, charge and spin) is 22.564 eV.